1.
An isolated ion of composition C6H11N2S and charge +1. Source: OMol25; level of theory: ωB97M-V with the def2-TZVPD basis set.

Structure (XYZ):
```
20
Properties=species:S:1:pos:R:3:forces:R:3
S 2.204 -1.734 0.217 0.162 -0.165 0.248
C 2.270 0.045 0.590 -0.099 0.173 -0.245
C 1.476 0.922 -0.402 -0.151 0.016 0.179
C 0.116 1.425 0.122 0.122 -0.082 -0.292
C -0.993 0.418 0.021 0.152 -0.009 0.126
C -2.324 0.552 0.226 -0.283 0.417 0.067
N -2.898 -0.680 0.019 -0.254 -0.145 -0.003
C -1.958 -1.558 -0.296 -0.043 -0.118 0.024
N -0.806 -0.912 -0.298 0.232 -0.006 -0.024
H 3.088 -1.741 -0.787 -0.049 0.032 -0.120
H 3.315 0.354 0.619 -0.086 -0.111 0.063
H 1.874 0.135 1.602 0.069 0.032 -0.015
H 2.066 1.797 -0.678 0.010 -0.042 0.106
H 1.315 0.363 -1.328 0.088 0.138 -0.039
H -0.169 2.304 -0.464 -0.083 -0.102 0.102
H 0.190 1.754 1.162 0.099 0.005 -0.043
H -2.897 1.423 0.502 -0.006 -0.131 -0.062
H -3.880 -0.899 0.090 -0.002 0.049 0.004
H -2.096 -2.608 -0.500 -0.030 0.086 0.010
H 0.110 -1.360 -0.418 0.152 -0.039 -0.086
```
Positions in Å, forces in eV/Å.

Computed properties:
- spin multiplicity = 1
- charge = +1
- strongest force on any atom (eV/Å) = 0.509
- gap between HOMO and LUMO (eV) = 10.251
- SMILES = SCCCc1c[nH]c[nH+]1
- HOMO energy (Ha) = -0.4774

2.
One molecule with the formula C2H2F2S in a non-equilibrium geometry. Source: OMol25; level of theory: ωB97M-V with the def2-TZVPD basis set.

Structure (XYZ):
```
7
Properties=species:S:1:pos:R:3:forces:R:3
F -1.176 1.371 1.326 1.613 -1.158 0.233
C -0.077 0.533 1.215 -0.750 -0.931 -3.389
C 0.095 -0.067 -0.005 0.128 0.319 -1.426
F -0.843 0.305 -0.880 -0.572 0.184 -0.361
S 1.305 -1.133 -1.463 -1.243 1.332 2.946
H 0.480 0.287 2.053 0.734 0.107 1.600
H 0.217 -1.295 -2.247 0.089 0.148 0.398
```
Positions in Å, forces in eV/Å.

Computed properties:
- spin multiplicity = 1
- strongest force on any atom (eV/Å) = 3.594
- gap between HOMO and LUMO (eV) = 8.954
- SMILES = F/C=C(\F)S
- HOMO energy (Ha) = -0.3553